P:
The following is a DFT calculation (wB97M-V/def2-TZVPD) of a cluster of 2 separate species, CH3O4S in total.

Properties
Total charge: -1
HOMO energy in eV: -3.347
Kohn-Sham gap in Ha: 0.267

Positions of all 9 atoms, in Å:
C1 -0.274 -0.364 -0.375
O1 1.421 1.450 0.263
O2 -0.583 1.261 1.986
O3 -1.527 -0.786 -0.836
O4 0.636 -0.446 -1.194
S1 -0.260 1.314 0.541
H1 0.208 -1.372 0.901
H2 -1.273 -1.658 -1.235
H3 1.650 0.601 -0.053

Q:
The following is a DFT calculation (wB97M-V/def2-TZVPD) of a cluster of 3 separate species, CH3O4S in total.

Properties
Total charge: -1
HOMO energy in eV: -3.042
Kohn-Sham gap in Ha: 0.248

Positions of all 9 atoms, in Å:
C1 1.688 -1.124 0.928
O1 -1.911 -0.195 -0.505
O2 -0.936 2.124 -0.988
O3 1.230 -0.169 1.391
O4 2.371 -2.061 0.633
S1 -1.722 1.193 0.192
H1 0.336 -1.171 -0.472
H2 -0.067 1.943 -0.646
H3 -0.990 -0.541 -0.534

R:
The following is a DFT calculation (wB97M-V/def2-TZVPD) of the ion CH3O4S with charge -1.

Properties
Total charge: -1
HOMO energy in eV: -4.318
Kohn-Sham gap in Ha: 0.312

Positions of all 9 atoms, in Å:
C1 -0.386 0.921 0.231
O1 3.134 -0.477 -1.291
O2 3.839 -0.833 0.997
O3 0.754 0.919 -0.520
O4 1.840 1.027 0.425
S1 3.563 0.136 -0.054
H1 -1.380 1.135 -0.384
H2 -0.202 1.529 1.173
H3 -0.552 0.000 0.716

Bottom line: Q, by a margin of 13.6 kcal/mol.

P:
The following is a DFT calculation (wB97M-V/def2-TZVPD) of a structure of composition C22H27ClN4O7Ti.

Properties
Total charge: +1
HOMO energy (spin up / spin down) in eV: -9.963 / -9.969
Kohn-Sham gap (spin up / spin down) in Ha: 0.217 / 0.207
Multiplicity: 2

Positions of all 62 atoms, in Å:
Ti1 -2.173 0.234 -1.575
N1 2.664 -0.584 4.027
C1 3.644 -1.661 3.695
C2 4.855 -0.992 3.050
C3 4.432 -0.273 1.800
N2 3.811 0.990 2.063
C4 3.589 -1.206 0.914
C5 2.433 -2.064 1.606
N3 1.256 -1.189 2.013
C6 2.970 -2.800 2.856
H1 2.383 -0.499 5.008
H2 1.553 -0.838 3.037
H3 0.361 -1.698 2.079
H4 3.973 -2.085 4.625
H5 5.532 -1.867 2.861
H6 5.284 -0.323 3.819
H7 5.380 -0.086 1.226
H8 3.118 1.265 1.324
H9 4.505 1.719 2.216
H10 4.311 -1.949 0.510
H11 3.166 -0.624 0.100
H12 2.065 -2.807 0.874
H13 1.284 -0.380 1.316
H14 3.023 0.297 3.674
H15 3.761 -3.460 2.543
H16 2.233 -3.374 3.348
O1 -0.185 5.952 1.109
C7 -1.167 5.551 0.481
O2 -2.436 5.664 0.511
C8 -0.963 4.343 -0.396
C9 -1.930 4.244 -1.399
C10 -2.010 3.071 -2.093
N4 -1.283 1.996 -1.699
C11 -0.172 2.127 -0.951
C12 0.002 3.350 -0.211
C13 0.413 0.766 -0.607
O3 1.488 0.729 0.058
O4 -0.390 -0.223 -0.834
H17 -2.593 5.097 -1.585
H18 -2.728 2.930 -2.941
H19 0.759 3.362 0.538
C14 -1.933 -3.242 -2.190
C15 -2.446 -1.980 -2.812
C16 -1.681 -1.332 -3.771
C17 -2.051 -0.077 -4.318
Cl1 -0.992 0.715 -5.467
C18 -3.339 0.424 -4.102
C19 -4.133 -0.276 -3.226
C20 -3.710 -1.424 -2.501
O5 -4.543 -1.921 -1.539
C21 -4.957 -1.017 -0.446
C22 -3.865 -0.025 -0.248
O6 -3.857 1.217 -0.566
O7 -2.731 -0.573 0.042
H20 -1.062 -2.996 -1.521
H21 -1.549 -4.029 -2.880
H22 -2.674 -3.650 -1.479
H23 -0.818 -1.743 -4.222
H24 -3.757 1.189 -4.744
H25 -5.108 0.181 -2.844
H26 -5.101 -1.612 0.480
H27 -5.914 -0.530 -0.638

Q:
The following is a DFT calculation (wB97M-V/def2-TZVPD) of a structure of composition C22H27ClN4O7Ti.

Properties
Total charge: +1
HOMO energy (spin up / spin down) in eV: -9.658 / -9.653
Kohn-Sham gap (spin up / spin down) in Ha: 0.216 / 0.219
Multiplicity: 2

Positions of all 62 atoms, in Å:
Ti1 0.557 -0.653 0.569
N1 1.684 1.068 4.856
C1 2.556 1.097 3.615
C2 2.940 -0.344 3.358
C3 3.429 -0.597 1.936
N2 2.518 -1.528 1.121
C4 3.684 0.648 1.094
C5 2.537 1.677 1.151
N3 1.536 1.269 0.058
C6 1.874 1.984 2.524
H1 1.491 2.019 5.195
H2 2.142 0.498 5.607
H3 0.705 0.636 4.613
H4 3.474 1.661 3.966
H5 2.073 -1.024 3.530
H6 3.672 -0.694 4.137
H7 4.508 -1.042 1.976
H8 2.403 -2.387 1.616
H9 3.147 -1.800 0.359
H10 3.798 0.385 0.011
H11 4.651 1.028 1.429
H12 2.983 2.564 0.751
H13 1.912 1.348 -0.889
H14 0.795 1.984 0.067
H15 0.802 1.888 2.686
H16 2.161 3.017 2.823
O1 -5.791 2.296 0.649
C7 -5.321 1.849 1.681
O2 -5.492 1.671 2.899
C8 -3.880 1.158 1.265
C9 -3.372 1.217 -0.103
C10 -2.231 0.559 -0.419
N4 -1.429 0.005 0.568
C11 -1.780 0.195 1.850
C12 -3.082 0.592 2.205
C13 -0.799 -0.294 2.854
O3 -0.847 0.194 4.002
O4 0.103 -1.160 2.417
H17 -3.856 1.743 -0.927
H18 -1.901 0.369 -1.421
H19 -3.438 0.556 3.275
C14 -0.229 1.172 -4.376
C15 -1.141 0.000 -4.278
C16 -2.524 0.208 -4.263
C17 -3.459 -0.861 -4.462
Cl1 -5.098 -0.586 -4.776
C18 -2.945 -2.138 -4.485
C19 -1.643 -2.420 -4.171
C20 -0.708 -1.362 -4.099
O5 0.654 -1.656 -3.884
C21 0.990 -2.827 -3.070
C22 0.209 -2.779 -1.675
O6 -0.855 -3.378 -1.447
O7 0.658 -1.767 -0.922
H20 -0.788 2.143 -4.125
H21 0.110 1.310 -5.392
H22 0.712 0.899 -3.854
H23 -2.793 1.228 -4.141
H24 -3.598 -2.892 -4.841
H25 -1.343 -3.431 -4.068
H26 2.085 -2.753 -2.956
H27 0.791 -3.760 -3.670

Bottom line: Q, by a margin of 11.1 kcal/mol.